# C90H126N12O24

A 15-piece molecular cluster, C90H126N12O24 overall (ωB97M-V/def2-TZVPD, OMol25).

Output
HOMO energy in eV: -12.14
Kohn-Sham gap in eV: 3.30
Lowest unoccupied orbital energy in eV: -8.8
Calculated total energy in Ha: -5966.382825
Net charge: +4

Each line ends with the Löwdin charge.
CARTESIAN COORDINATES (ANGSTROEM)
C -4.3367 0.1792 -2.8062  -0.068
C -4.0001 1.0315 -1.5336  -0.208
C -3.0003 2.3270 -1.6493  -0.124
C -3.7643 3.5421 -2.1903  -0.063
N -2.9505 4.9054 -2.2603  -0.150
C -3.9623 6.0126 -2.5195  -0.145
C -4.1946 6.1246 -3.9862  -0.124
C -2.8153 5.7096 -4.6231  -0.124
C -2.0527 4.9546 -3.5402  -0.088
C -2.1725 5.1873 -0.8925  -0.064
C -3.1086 5.2893 0.3360  -0.225
C -2.2494 5.5090 1.5699  -0.088
H -4.9045 0.7343 -3.5529  0.070
H -4.9715 -0.6570 -2.5130  0.088
H -3.3174 -0.1044 -3.0682  0.052
H -3.6216 0.2861 -0.8342  0.101
H -4.9150 1.3550 -1.0372  0.076
H -2.1635 1.9132 -2.2120  0.088
H -2.5846 2.5055 -0.6577  0.089
H -4.6325 3.8252 -1.5952  0.109
H -4.0933 3.4718 -3.2271  0.132
H -3.3986 6.8934 -2.2120  0.134
H -4.8512 6.0094 -1.8887  0.131
H -4.5751 7.0261 -4.4664  0.134
H -4.9462 5.3702 -4.2190  0.113
H -2.1402 6.5396 -4.8314  0.110
H -2.9483 5.0634 -5.4908  0.115
H -1.0712 5.3943 -3.3635  0.117
H -1.7749 3.9127 -3.6998  0.115
H -1.6838 6.1498 -1.0433  0.127
H -1.4206 4.4046 -0.7916  0.114
H -3.8440 4.4863 0.3862  0.090
H -3.6946 6.2051 0.2583  0.098
H -1.4588 6.1621 1.2005  0.060
H -1.7960 4.5754 1.9029  0.056
H -2.8471 5.9661 2.3585  0.065
C 3.3274 -0.0323 -10.3066  -0.093
C 1.8437 0.1106 -9.7959  -0.229
C 1.7523 0.9379 -8.4935  -0.162
C 0.3112 0.8603 -7.8944  -0.116
N 0.1603 1.0266 -6.3910  -0.142
C 0.8694 -0.2069 -5.6934  -0.069
C -0.0928 -0.8220 -4.7686  -0.155
C -1.3970 -0.5595 -5.4376  -0.172
C -1.3427 0.8460 -5.9551  -0.073
C 0.6842 2.4794 -6.0397  -0.099
C -0.1766 3.5931 -6.5447  -0.211
C 0.3166 5.0204 -6.1948  -0.062
H 3.3772 -0.9048 -10.9580  0.074
H 4.0638 -0.1077 -9.5065  0.058
H 3.7082 0.8572 -10.8086  0.074
H 1.5868 -0.9451 -9.7090  0.094
H 1.1802 0.5843 -10.5194  0.114
H 2.1038 1.9629 -8.6108  0.121
H 2.5111 0.4981 -7.8463  0.099
H -0.1920 -0.0907 -8.0692  0.131
H -0.4518 1.5656 -8.2239  0.117
H 1.7700 0.1566 -5.1984  0.125
H 1.1888 -0.9364 -6.4376  0.118
H -0.1057 -0.2988 -3.8125  0.109
H 0.0676 -1.8867 -4.5988  0.117
H -2.2376 -0.6796 -4.7542  0.110
H -1.6640 -1.2031 -6.2758  0.118
H -1.4980 1.4969 -5.0947  0.114
H -2.0657 1.0711 -6.7392  0.140
H 1.7736 2.4549 -6.0648  0.144
H 0.5865 2.4378 -4.9549  0.104
H -1.2231 3.4152 -6.2973  0.091
H -0.2247 3.5326 -7.6319  0.106
H 1.0099 5.0114 -5.3537  0.074
H -0.4377 5.7915 -6.0387  0.053
H 0.8858 5.5705 -6.9441  0.082
C -1.3131 1.7908 4.6236  0.022
N -0.9546 0.9446 3.4799  -0.050
C -0.7668 -0.3564 3.7524  0.030
C -0.5554 -1.2569 2.7059  0.095
C -0.3296 -0.7441 1.3729  -0.087
C -0.5077 0.5983 1.2362  -0.001
C -0.9103 1.4491 2.2338  0.002
C 0.0719 -1.6427 0.2206  -0.103
C 0.7316 -1.1351 -0.9321  0.058
C 1.3725 -1.9998 -1.7909  0.016
N 1.0135 -3.2950 -1.7653  -0.033
C 0.2269 -3.7716 -0.7804  0.058
C -0.2127 -2.9719 0.2274  0.038
C 1.6990 -4.1784 -2.6691  -0.008
H -1.4335 2.8530 4.4105  0.079
H -0.5938 1.6301 5.4267  0.081
H -2.2664 1.3550 4.9224  0.119
H -0.8199 -0.6756 4.7828  0.139
H -0.5351 -2.2990 2.9889  0.117
H -0.5294 1.0024 0.2348  0.110
H -1.3227 2.4335 2.0684  0.121
H 0.9816 -0.0967 -1.0923  0.106
H 2.0920 -1.7744 -2.5641  0.116
H 0.1728 -4.8501 -0.7971  0.134
H -0.7464 -3.4594 1.0298  0.107
H 2.6518 -4.4281 -2.2022  0.091
H 2.0063 -3.7869 -3.6389  0.092
H 1.2093 -5.1406 -2.8189  0.101
C 3.3188 -1.0374 4.1224  0.044
N 2.9772 0.4016 3.7801  -0.044
C 2.9120 1.2996 4.8274  0.061
C 2.5964 2.6396 4.6175  0.067
C 2.2166 3.0345 3.3544  -0.156
C 2.4179 2.2095 2.3153  0.048
C 2.7990 0.8314 2.5493  0.035
C 1.7212 4.4655 3.1289  -0.096
C 2.1021 5.1609 1.9858  0.050
C 1.6661 6.4438 1.7558  0.042
N 0.9138 7.0077 2.7685  -0.090
C 0.4696 6.3502 3.8312  0.030
C 0.8047 4.9781 4.0269  0.081
C 0.5374 8.4121 2.6185  0.021
H 2.6584 -1.7417 3.6165  0.097
H 3.4462 -1.2347 5.1868  0.090
H 4.3067 -1.1897 3.6878  0.102
H 3.1123 0.8607 5.7936  0.138
H 2.6064 3.4394 5.3432  0.140
H 1.9600 2.4707 1.3727  0.096
H 2.7704 0.0741 1.7797  0.147
H 2.6279 4.7141 1.1550  0.133
H 1.9683 7.0444 0.9107  0.152
H -0.2852 6.8510 4.4192  0.151
H 0.4683 4.4456 4.9042  0.123
H -0.4070 8.4470 2.0753  0.102
H 1.2498 8.9441 1.9880  0.112
H 0.4147 8.9385 3.5651  0.118
C -2.7034 4.8351 9.6242  0.053
N -3.4689 4.8855 8.3589  -0.064
C -2.7997 5.0988 7.1806  0.052
C -3.5242 5.1040 5.9803  0.056
C -4.9349 4.9841 5.9879  -0.130
C -5.5218 4.7152 7.2139  0.052
C -4.7800 4.7206 8.4187  0.033
C -5.6946 4.9438 4.7073  -0.135
C -6.6528 3.9534 4.4713  0.083
C -7.2342 3.8355 3.1638  0.075
N -6.8771 4.7049 2.1611  -0.088
C -5.9895 5.7166 2.4005  0.021
C -5.4305 5.8852 3.6898  0.049
C -7.3378 4.5318 0.7966  0.020
H -1.9093 5.5794 9.5637  0.121
H -2.3162 3.8166 9.6526  0.113
H -3.3426 4.8185 10.5069  0.108
H -1.7213 5.1370 7.2242  0.118
H -2.9597 5.2066 5.0653  0.108
H -6.5965 4.7562 7.3123  0.135
H -5.2079 4.5935 9.4021  0.153
H -6.8703 3.2331 5.2461  0.137
H -7.8916 3.0406 2.8439  0.151
H -5.8281 6.4197 1.5968  0.135
H -4.7485 6.6687 3.9853  0.125
H -7.5206 5.5696 0.5178  0.109
H -8.2767 3.9787 0.7737  0.117
H -6.6044 4.0187 0.1746  0.090
C 4.0682 -9.3390 -0.2605  0.069
N 4.1545 -8.5122 -1.5753  -0.037
C 4.8235 -7.3293 -1.5139  0.039
C 4.8200 -6.4402 -2.6562  0.067
C 4.2238 -6.8636 -3.8314  -0.174
C 3.4984 -8.0109 -3.8370  0.052
C 3.4973 -8.8154 -2.7327  0.033
C 4.1301 -5.9847 -4.9664  -0.133
C 2.9309 -5.7158 -5.6852  0.078
C 2.9233 -4.6985 -6.6062  0.001
N 3.9440 -3.8677 -6.7763  -0.076
C 5.1052 -4.1329 -6.1577  0.047
C 5.2335 -5.2364 -5.3133  0.059
C 3.8062 -2.7147 -7.6778  0.044
H 4.6490 -10.2383 -0.4656  0.105
H 3.0441 -9.7082 -0.3142  0.081
H 4.3157 -8.8128 0.6615  0.090
H 5.4362 -7.1426 -0.6444  0.135
H 5.2979 -5.4787 -2.5389  0.118
H 3.0023 -8.3420 -4.7374  0.149
H 3.0347 -9.7849 -2.6212  0.154
H 2.1097 -6.3941 -5.5066  0.139
H 1.9821 -4.4210 -7.0573  0.134
H 5.8483 -3.4123 -6.4658  0.157
H 6.1739 -5.4733 -4.8379  0.140
H 4.2966 -3.0149 -8.6038  0.122
H 4.4212 -1.9591 -7.1889  0.108
H 2.7650 -2.3940 -7.7111  0.095
C -0.7932 -7.4992 2.0324  0.065
N 0.2960 -6.8882 2.7651  -0.063
C 0.0308 -5.9332 3.6930  0.069
C 1.0317 -5.2935 4.4455  0.070
C 2.3323 -5.6988 4.2508  -0.129
C 2.5894 -6.6420 3.2647  0.030
C 1.5772 -7.2422 2.5219  0.035
C 3.4454 -5.2275 5.1600  -0.075
C 4.7648 -5.7802 5.0964  0.044
C 5.7645 -5.4846 5.9813  -0.001
N 5.4500 -4.6681 7.0017  -0.081
C 4.2462 -3.9548 7.0578  0.067
C 3.2789 -4.2557 6.1205  0.019
C 6.4140 -4.5793 8.1447  0.050
H -0.5500 -8.5523 1.8916  0.125
H -0.6691 -6.9120 1.1224  0.111
H -1.7521 -7.4010 2.5411  0.123
H -1.0254 -5.8308 3.8943  0.143
H 0.7587 -4.5090 5.1358  0.119
H 3.5664 -6.9926 2.9663  0.110
H 1.6805 -7.9954 1.7549  0.136
H 5.0236 -6.6198 4.4684  0.118
H 6.6622 -6.0682 6.1227  0.156
H 4.0800 -3.2636 7.8708  0.153
H 2.3311 -3.7689 6.2971  0.093
H 5.8712 -4.0462 8.9253  0.101
H 7.1715 -3.8822 7.7864  0.117
H 6.6928 -5.5692 8.5059  0.119
O 1.6580 2.6401 7.7346  0.115
C 0.6426 3.4163 7.8118  -0.963
O 0.7782 4.6552 7.9858  -0.078
O -0.5010 2.9703 7.7777  -0.043
H 1.0910 1.9025 7.4979  0.051
O 1.0617 4.0689 -2.4679  0.113
C 0.8107 2.9875 -1.7944  -0.982
O 0.3546 2.0017 -2.3803  -0.019
O 1.0359 3.0528 -0.6285  0.003
H 1.3188 4.4214 -1.6128  0.083
O -0.7767 -7.5416 -1.5014  0.125
C 0.4313 -7.9319 -1.0914  -0.909
O 1.3379 -7.1437 -0.8318  -0.056
O 0.6717 -9.1748 -1.1191  -0.065
H -0.9037 -8.4900 -1.5792  0.095
O -0.0778 -4.2350 -5.7286  0.038
C -1.2621 -4.1979 -5.1369  -0.925
O -2.2111 -3.6953 -5.7336  -0.020
O -1.4225 -4.6640 -3.9862  -0.040
H -0.2957 -3.7956 -6.5539  0.092
O 0.4083 -1.6430 8.3613  0.133
C 0.7414 -1.1528 7.1771  -0.860
O 0.8233 0.0447 6.9351  -0.004
O 0.8616 -1.9734 6.2403  -0.089
H 0.2773 -2.5582 8.1029  0.104
O -5.0185 2.3249 1.3305  0.053
C -4.2629 2.1796 2.4277  -0.887
O -3.5896 3.1343 2.9458  -0.074
O -4.1817 1.0459 2.7529  0.068
H -5.1223 1.3779 1.4490  0.085
O 4.7564 -2.6537 -2.5752  0.048
C 4.6924 -1.6190 -3.3935  -0.866
O 5.6279 -0.7817 -3.1956  -0.060
O 3.7242 -1.3614 -4.1597  -0.075
H 5.4458 -2.2922 -2.0133  0.100
O -3.6736 -5.6390 1.0008  0.088
C -3.5089 -5.1201 2.2288  -0.987
O -4.2631 -5.4460 3.1114  0.008
O -2.6207 -4.3155 2.4711  -0.063
H -4.4098 -6.0767 1.4345  0.085

Atoms 1-3, force components in eV/Å:
C 0.662 1.495 1.325
C -0.647 0.797 0.135
C -1.407 -2.165 -0.046